The following is a quantum chemistry calculation of 2 unconnected molecules or ions with the total composition C16H27F2NO4Si at a distorted geometry, from the OMol25 dataset.

Values from the calculation:
* max |F|: 4.9 eV/A
* E_tot: -1470.6432 Ha
* molar mass: 363.5 u
* HOMO-LUMO gap: 9.16 eV

Each line ends with the Löwdin charge.
Atoms and positions in Å:
1 C -0.92 -2.99 0.71  -0.214
2 Si -1.93 -1.39 0.24  0.555
3 C -2.27 -1.38 -1.64  -0.217
4 C -3.49 -1.35 1.34  -0.227
5 C -4.78 -2.05 0.65  -0.101
6 C -6.09 -1.11 0.87  -0.417
7 F -7.24 -1.93 0.61  0.047
8 F -6.15 -0.73 2.23  0.071
9 O -5.95 -0.02 -0.05  0.090
10 C -6.38 1.22 0.51  -0.405
11 O -5.73 1.94 1.28  0.143
12 O -7.67 1.71 0.10  0.062
13 C -0.70 0.07 0.57  -0.221
14 C 0.18 -0.07 1.86  -0.070
15 C 1.21 1.04 2.15  -0.076
16 C 1.39 2.26 1.20  -0.091
17 C 0.50 2.40 -0.05  -0.080
18 C -0.54 1.30 -0.36  -0.066
19 H -1.46 -3.95 0.43  0.037
20 H -0.66 -2.99 1.84  0.034
21 H 0.10 -2.99 0.17  0.048
22 H -1.38 -1.01 -2.27  0.047
23 H -3.13 -0.64 -1.84  0.045
24 H -2.66 -2.41 -1.99  0.046
25 H -3.76 -0.26 1.55  0.082
26 H -3.22 -1.87 2.34  0.098
27 H -4.96 -3.12 1.02  0.132
28 H -4.66 -2.12 -0.49  0.105
29 H -7.44 2.32 -0.65  0.133
30 H 0.04 -0.98 2.53  0.079
31 H 1.86 0.98 3.08  0.083
32 H 2.20 3.03 1.48  0.096
33 H 0.64 3.30 -0.75  0.092
34 H -1.22 1.34 -1.28  0.086
35 C 7.03 0.19 -0.75  -0.109
36 O 5.93 0.04 0.14  -0.191
37 C 5.00 1.12 0.11  -0.202
38 C 3.99 1.06 -1.05  -0.433
39 C 4.58 1.47 -2.39  -0.072
40 N 3.39 -0.27 -1.17  0.049
41 H 7.34 1.24 -0.85  0.090
42 H 6.78 -0.22 -1.73  0.073
43 H 7.87 -0.38 -0.35  0.087
44 H 4.44 1.04 1.05  0.112
45 H 5.52 2.08 0.14  0.118
46 H 3.19 1.77 -0.81  0.103
47 H 5.19 0.69 -2.84  0.063
48 H 3.77 1.69 -3.11  0.075
49 H 5.19 2.37 -2.30  0.077
50 H 2.91 -0.50 -0.30  0.064
51 H 4.15 -0.95 -1.21  0.069

The following is a quantum chemistry calculation of a molecular structure, C26H45CsF3N10O6PS at a distorted geometry, from the OMol25 dataset.

Values from the calculation:
* max |F|: 1.6 eV/A
* E_tot: -3076.1721 Ha
* molar mass: 846.7 u
* HOMO-LUMO gap: 7.41 eV
* ΔE to the lowest compared entry with this formula, charge and spin: 0.504 eV

Each line ends with the Löwdin charge.
Atoms and positions in Å:
1 Cs 0.25 -0.68 -0.10  1.121
2 C 3.03 3.12 1.27  -0.210
3 C 3.77 1.79 1.40  -0.205
4 N 3.45 0.91 0.29  -0.071
5 C 3.90 1.30 -1.03  -0.203
6 C 2.81 1.24 -2.11  -0.229
7 N 1.58 1.93 -1.76  -0.093
8 C 1.66 3.37 -1.50  -0.192
9 C 1.08 3.70 -0.12  -0.207
10 N 1.61 2.89 0.97  -0.059
11 H 3.15 3.68 2.20  0.110
12 H 3.51 3.72 0.49  0.099
13 H 4.84 1.99 1.52  0.115
14 H 3.43 1.28 2.31  0.105
15 H 3.61 -0.06 0.51  0.076
16 H 4.30 2.31 -0.99  0.105
17 H 4.73 0.68 -1.39  0.117
18 H 3.27 1.60 -3.04  0.115
19 H 2.55 0.19 -2.28  0.089
20 H 0.84 1.70 -2.39  0.100
21 H 2.70 3.70 -1.56  0.102
22 H 1.13 3.94 -2.26  0.115
23 H 1.21 4.77 0.10  0.121
24 H 0.01 3.51 -0.15  0.064
25 H 1.56 1.93 0.63  0.030
26 F -2.94 -3.73 -3.96  0.097
27 C -4.01 -3.23 -3.28  -0.588
28 F -4.46 -2.17 -3.98  0.128
29 F -4.97 -4.18 -3.37  0.113
30 C -3.68 -2.91 -1.85  -0.125
31 C -4.41 -3.56 -0.87  -0.009
32 C -4.15 -3.31 0.46  -0.058
33 C -3.13 -2.42 0.75  -0.155
34 N -2.44 -1.78 -0.18  -0.101
35 C -2.68 -1.97 -1.49  -0.697
36 S -1.79 -1.02 -2.68  0.496
37 H -5.19 -4.26 -1.16  0.120
38 H -4.70 -3.81 1.25  0.102
39 H -2.85 -2.21 1.78  0.109
40 C 0.15 1.64 3.84  0.007
41 C 0.83 0.31 3.78  -0.354
42 N 1.23 -0.29 2.69  0.066
43 C 1.81 -1.47 3.09  -0.142
44 C 1.76 -1.59 4.45  -0.092
45 N 1.11 -0.44 4.88  0.164
46 C 2.26 -2.61 5.40  -0.450
47 O 1.48 -2.76 6.51  0.110
48 O 3.31 -3.15 5.31  0.166
49 C 2.35 -2.51 2.16  -0.505
50 O 2.07 -3.68 2.28  0.132
51 O 3.17 -2.01 1.24  0.041
52 H 0.44 2.23 2.98  0.057
53 H 0.42 2.17 4.76  0.084
54 H -0.94 1.51 3.84  0.078
55 H 1.02 -0.14 5.83  0.167
56 H 0.57 -2.50 6.32  0.108
57 C -2.46 2.78 1.14  -0.160
58 C -3.78 3.55 1.43  -0.155
59 N -4.60 3.62 0.23  -0.166
60 C -3.85 4.30 -0.83  -0.155
61 C -2.54 3.52 -1.14  -0.155
62 N -2.43 2.34 -0.26  -0.151
63 C -3.60 1.48 -0.51  -0.162
64 C -4.91 2.26 -0.22  -0.150
65 H -2.38 1.88 1.76  0.105
66 H -1.58 3.39 1.34  0.104
67 H -3.57 4.57 1.77  0.112
68 H -4.36 3.06 2.21  0.111
69 H -3.64 5.32 -0.50  0.112
70 H -4.49 4.37 -1.72  0.112
71 H -1.67 4.16 -0.99  0.093
72 H -2.51 3.16 -2.17  0.118
73 H -3.51 0.61 0.13  0.097
74 H -3.55 1.12 -1.54  0.088
75 H -5.51 1.77 0.55  0.112
76 H -5.54 2.33 -1.11  0.114
77 N 3.96 -3.87 -0.57  -0.025
78 C 3.57 -3.55 -1.96  -0.279
79 P 1.74 -3.68 -2.13  0.357
80 O 1.29 -5.07 -2.41  -0.339
81 O 1.16 -2.81 -1.07  -0.659
82 C 1.33 -2.80 -3.74  -0.189
83 N -0.06 -3.29 -4.03  0.079
84 H 4.96 -4.02 -0.50  0.093
85 H 3.51 -4.73 -0.26  0.096
86 H 3.45 -2.75 0.60  0.070
87 H 4.05 -4.17 -2.72  0.087
88 H 3.84 -2.51 -2.15  0.082
89 H 2.01 -3.09 -4.54  0.096
90 H 1.29 -1.72 -3.65  0.076
91 H -0.30 -3.29 -5.01  0.148
92 H -0.74 -2.65 -3.55  -0.019
93 H -0.12 -4.25 -3.65  0.120

The following is a quantum chemistry calculation of a gas-phase ion, C3H5O3S (charge -1) at a distorted geometry, from the OMol25 dataset.

Values from the calculation:
* max |F|: 4.7 eV/A
* E_tot: -741.2217 Ha
* molar mass: 121.1 u
* net charge: -1
* HOMO-LUMO gap: 7.10 eV
* ΔE to the lowest compared entry with this formula, charge and spin: 1.429 eV

Each line ends with the Löwdin charge.
Atoms and positions in Å:
1 C 0.36 -0.51 -0.77  -0.193
2 C -0.82 0.21 -0.35  -0.251
3 C -1.98 -0.84 0.31  -0.468
4 O -1.71 -1.93 0.73  -0.003
5 S -3.65 -0.07 0.10  0.592
6 O -3.57 1.09 1.03  -0.558
7 O -3.69 0.45 -1.28  -0.549
8 H 0.03 -1.63 -1.04  0.116
9 H 1.05 -0.80 0.10  0.079
10 H 1.00 0.10 -1.41  0.059
11 H -1.31 0.77 -1.12  0.070
12 H -0.54 0.86 0.50  0.105